[1]
9 unconnected molecules or ions with the total composition H17O9. Source: the OMol25 dataset; level of theory: the ωB97M-V functional and the def2-TZVPD basis.

Geometry (Å):
O: 2.586 0.308 1.125
H: -0.317 -3.112 -0.957
H: -0.758 0.079 -1.264
O: 1.150 2.136 -1.780
H: 0.820 1.678 -0.925
O: -2.556 2.229 -2.037
H: -3.365 1.726 -1.902
H: -0.830 -2.104 -1.991
O: 0.268 1.145 2.786
H: 1.536 -1.870 1.611
H: -0.059 0.214 2.553
O: -1.238 -0.384 -2.066
H: 2.322 0.781 1.924
H: -0.086 1.363 1.900
O: 2.324 -2.421 1.758
H: -1.786 1.777 -1.694
H: 3.083 -1.739 1.635
O: -0.379 -2.974 -1.917
H: -0.610 -0.252 -2.811
H: 1.716 2.794 -1.285
O: -1.464 -1.530 1.898
H: -1.066 -1.512 1.020
H: -2.165 -0.877 1.839
O: -0.270 0.567 0.078
H: -0.855 1.297 0.040
H: 2.000 0.682 0.463

Summary:
charge	-1
ΔE to the lowest compared entry with this formula, charge and spin	24.35	kcal/mol
HOMO	-6.581	eV
Kohn-Sham gap	9.81	eV

---

[2]
A molecular structure, C43H50BBr3HgN11O2. Source: the OMol25 dataset; level of theory: the ωB97M-V functional and the def2-TZVPD basis.

Geometry (Å):
Hg: -0.232 0.271 -0.273
C: -3.621 1.866 4.010
C: -2.796 2.115 2.790
C: -2.663 3.306 2.125
C: -1.793 3.057 1.054
N: -1.433 1.774 1.078
N: -2.041 1.194 2.153
B: -1.853 -0.249 2.686
N: -2.353 -1.307 1.669
N: -2.145 -1.265 0.321
C: -2.880 -2.252 -0.210
C: -3.562 -2.927 0.812
C: -3.208 -2.298 1.976
C: -3.664 -2.656 3.352
C: -3.035 -2.642 -1.662
C: -4.536 -2.723 -1.975
C: -2.398 -4.025 -1.865
C: -2.399 -1.654 -2.607
N: -0.471 -0.582 3.294
N: 0.725 -0.601 2.641
C: 1.636 -0.966 3.540
C: 1.029 -1.175 4.791
C: -0.299 -0.906 4.600
C: -1.360 -0.927 5.652
C: 3.131 -1.087 3.337
C: 3.811 -0.047 4.240
C: 3.559 -0.875 1.886
C: 3.580 -2.486 3.785
C: -1.345 4.166 0.116
C: -0.467 5.140 0.919
C: -0.580 3.707 -1.120
C: -2.604 4.913 -0.355
H: -4.166 2.779 4.250
H: -4.340 1.063 3.854
H: -3.002 1.603 4.866
H: -3.136 4.236 2.383
H: -2.591 -0.326 3.615
H: -4.225 -3.769 0.718
H: -4.516 -3.331 3.271
H: -2.875 -3.169 3.906
H: -3.963 -1.782 3.928
H: -5.035 -3.508 -1.405
H: -5.022 -1.772 -1.749
H: -4.674 -2.931 -3.037
H: -2.909 -4.790 -1.276
H: -2.448 -4.304 -2.919
H: -1.350 -4.008 -1.568
H: -2.816 -0.659 -2.474
H: -2.570 -1.969 -3.638
H: -1.323 -1.589 -2.473
H: 1.495 -1.451 5.722
H: -0.893 -1.193 6.601
H: -1.833 0.047 5.770
H: -2.145 -1.653 5.444
H: 3.468 0.956 4.000
H: 3.587 -0.235 5.291
H: 4.894 -0.079 4.103
H: 2.838 -0.278 1.340
H: 4.524 -0.365 1.840
H: 3.664 -1.830 1.375
H: 3.430 -2.633 4.856
H: 3.018 -3.254 3.251
H: 4.642 -2.621 3.566
H: 0.509 4.704 1.130
H: -0.313 6.052 0.338
H: -0.925 5.408 1.872
H: 0.371 3.261 -0.857
H: -1.144 2.976 -1.700
H: -0.382 4.575 -1.753
H: -3.127 5.388 0.476
H: -2.315 5.692 -1.064
H: -3.289 4.234 -0.860
C: 1.562 -3.023 -4.312
C: 1.331 -1.608 -4.787
C: 1.784 -1.202 -6.028
C: 1.331 0.002 -6.577
C: 0.360 0.748 -5.855
C: -0.380 1.817 -6.385
Br: -0.100 2.392 -8.195
C: -1.398 2.426 -5.676
C: -1.575 2.061 -4.355
Br: -3.103 2.779 -3.451
C: -0.749 1.146 -3.662
O: -0.819 1.034 -2.382
C: 0.090 0.345 -4.508
N: 0.579 -0.825 -3.993
H: 2.620 -3.256 -4.164
H: 1.039 -3.183 -3.370
H: 1.173 -3.738 -5.042
H: 2.436 -1.854 -6.601
H: 1.616 0.311 -7.572
H: -2.042 3.161 -6.135
O: 4.972 -2.080 -3.102
C: 3.819 -1.627 -2.529
C: 3.272 -0.385 -2.832
C: 2.086 -0.025 -2.226
N: 1.472 -0.805 -1.314
C: 1.996 -1.998 -1.066
Br: 1.045 -3.120 0.125
C: 3.165 -2.468 -1.631
H: 5.253 -1.441 -3.767
H: 3.733 0.272 -3.558
H: 1.606 0.919 -2.440
H: 3.550 -3.447 -1.392
N: 1.510 1.811 0.476
C: 2.093 2.410 1.278
C: 2.804 3.138 2.231
C: 4.182 3.368 2.049
N: 5.312 3.560 1.904
C: 2.156 3.612 3.389
N: 1.642 4.009 4.345

Summary:
<S²>	0.77
2S+1	2
charge	-2
HOMO (alpha / beta)	0.611 / -1.794	eV
Kohn-Sham gap (alpha / beta)	3.18 / 5.59	eV

---

[3]
A single C8H11I2N3O2 molecule. Source: the OMol25 dataset; level of theory: the ωB97M-V functional and the def2-TZVPD basis.

Geometry (Å):
C: -1.096 1.058 0.728
C: -1.497 1.794 1.929
C: -0.198 -1.087 -0.989
C: 1.540 -2.981 -3.307
C: 1.504 -1.435 -2.927
C: 0.164 -3.132 -2.497
C: 0.117 0.991 0.121
C: -0.982 3.061 3.960
N: 0.554 1.527 2.870
N: -0.653 2.131 2.903
N: 0.475 -1.782 -1.953
O: -1.114 -1.568 -0.422
O: 0.421 0.122 -0.845
I: -3.437 2.590 1.949
I: 1.633 2.392 0.255
H: -1.984 0.487 0.438
H: 1.460 -3.392 -4.403
H: 2.290 -3.611 -2.917
H: 2.415 -0.958 -2.333
H: 1.307 -0.835 -3.870
H: -0.822 -2.917 -3.105
H: 0.210 -3.987 -1.760
H: -1.184 3.930 3.439
H: -1.947 2.939 4.490
H: -0.015 3.231 4.417
H: 0.836 1.432 3.831

Summary:
ΔE to the lowest compared entry with this formula, charge and spin	61.55	kcal/mol
HOMO (alpha / beta)	-7.329 / -7.328	eV
Kohn-Sham gap (alpha / beta)	7.60 / 7.60	eV

---

[4]
2 unconnected molecules or ions with the total composition C8H19N4O8P2. Source: the OMol25 dataset; level of theory: the ωB97M-V functional and the def2-TZVPD basis.

Geometry (Å):
C: 3.848 2.068 2.744
C: 4.040 2.109 1.108
P: 2.985 0.865 0.135
C: 3.412 1.230 -1.731
N: 1.240 1.127 0.246
C: 0.362 2.204 0.824
N: 0.807 3.350 1.418
P: -0.434 4.490 2.105
O: -0.528 4.243 3.672
O: -1.960 4.444 1.273
O: 0.247 6.105 1.812
N: -1.004 1.629 0.543
C: -1.015 0.296 -0.213
O: -2.152 -0.531 -0.660
N: 0.489 0.084 -0.321
O: 0.900 -1.037 -0.946
H: 2.944 1.345 2.962
H: 3.601 3.154 3.143
H: 4.804 1.624 3.255
H: 5.188 1.871 0.910
H: 3.896 3.229 0.729
H: 4.347 1.950 -1.748
H: 3.811 0.195 -2.172
H: 2.485 1.629 -2.322
H: 1.791 3.670 1.538
H: -2.032 5.132 0.548
H: 1.016 6.021 1.152
H: -2.914 -0.332 -0.010
H: 0.798 -0.821 -1.939
C: -5.029 -6.770 -1.835
O: -3.730 -6.419 -1.363
C: -3.419 -5.106 -1.508
O: -4.141 -4.247 -1.990
O: -2.167 -4.914 -1.022
C: -1.704 -3.567 -1.110
H: -5.170 -7.842 -1.670
H: -5.801 -6.232 -1.277
H: -5.116 -6.573 -2.908
H: -2.343 -2.900 -0.522
H: -1.658 -3.242 -2.154
H: -0.693 -3.530 -0.694

Summary:
charge	+1
ΔE to the lowest compared entry with this formula, charge and spin	199.64	kcal/mol
HOMO	-12.360	eV
Kohn-Sham gap	8.20	eV

---

[5]
A molecular structure, C19H28BiClO2. Source: the OMol25 dataset; level of theory: the ωB97M-V functional and the def2-TZVPD basis.

Geometry (Å):
O: -0.285 0.130 -0.020
C: -0.678 -0.313 -1.347
C: -1.773 -1.212 -0.791
H: 0.146 -0.857 -1.821
H: -1.037 0.520 -1.966
C: -1.269 -0.743 0.589
H: -1.618 -2.270 -1.009
H: -2.777 -0.869 -1.046
C: -0.623 -1.832 1.405
H: 0.063 -2.432 0.793
H: -1.402 -2.495 1.805
H: -0.078 -1.439 2.267
C: -2.274 0.059 1.364
H: -2.778 0.781 0.702
H: -1.815 0.587 2.209
H: -3.037 -0.620 1.768
Bi: 2.036 1.985 0.393
C: -0.514 4.326 1.785
C: 0.574 4.554 0.927
C: 0.326 3.848 -0.318
H: 1.421 5.212 1.118
C: -0.958 3.197 -0.165
C: -1.445 3.477 1.124
H: -2.389 3.124 1.548
H: -0.627 4.731 2.795
H: 0.826 4.055 -1.271
H: -1.490 2.680 -0.956
C: 1.558 2.834 3.648
C: 0.349 2.234 4.029
C: 0.389 0.862 3.650
H: -0.481 2.719 4.530
C: 1.627 0.602 3.029
C: 2.379 1.836 3.008
H: 3.444 1.944 2.834
H: 1.852 3.861 3.825
H: -0.388 0.133 3.858
H: 1.999 -0.367 2.708
O: 0.483 -2.724 -2.484
C: -0.424 -3.844 -2.684
C: -0.021 -4.654 -3.930
H: -1.457 -3.466 -2.823
H: -0.397 -4.452 -1.759
C: 1.184 -3.880 -4.522
H: -0.855 -4.634 -4.639
H: 0.205 -5.695 -3.665
C: 1.428 -2.688 -3.576
H: 0.943 -3.508 -5.523
H: 2.086 -4.496 -4.544
H: 1.301 -1.722 -4.093
H: 2.444 -2.712 -3.164
Cl: 3.826 3.632 0.403

Summary:
ΔE to the lowest compared entry with this formula, charge and spin	4.70	kcal/mol
HOMO (alpha / beta)	-7.311 / -7.311	eV
Kohn-Sham gap (alpha / beta)	6.33 / 6.33	eV

---

[6]
2 unconnected molecules or ions with the total composition H2N2O2S. Source: the OMol25 dataset; level of theory: the ωB97M-V functional and the def2-TZVPD basis.

Geometry (Å):
N: -1.347 0.238 -0.603
N: -1.219 -0.331 0.429
O: 2.064 0.627 -0.571
O: 0.016 -0.605 1.043
S: 1.668 0.940 -1.981
H: -1.825 -0.850 0.957
H: 0.642 -0.018 0.726

Summary:
ΔE to the lowest compared entry with this formula, charge and spin	70.23	kcal/mol
HOMO (alpha / beta)	-9.272 / -9.205	eV
Kohn-Sham gap (alpha / beta)	7.53 / 7.45	eV

---

no.,F_max (Eh/bohr)
1,0.0612
2,0.0170
3,0.0623
4,0.1675
5,0.0390
6,0.0989